Below is 9 unconnected molecules or ions with the total composition C17H40N8O9, with properties calculated with ωB97M-V/def2-TZVPD.

Each atom is followed by the atoms it is bonded to, with distances in Å.
Cartesian coordinates (Å):
1 N 2.960 -1.534 -2.021  H3 1.017, H4 0.999, H5 1.016
2 H 1.966 -1.076 -0.636  O7 1.124
3 H 3.410 -0.696 -2.379  N1 1.017
4 H 2.583 -1.836 -2.895  N1 0.999
5 H 3.717 -2.177 -1.802  N1 1.016
6 C 0.148 -0.076 -0.074  O7 1.371, H8 1.154, H9 1.088, H10 1.143
7 O 1.341 -0.687 0.213  H2 1.124, C6 1.371
8 H -0.413 -0.379 -1.035  C6 1.154
9 H -0.712 -0.163 0.588  C6 1.088
10 H 0.186 1.060 -0.195  C6 1.143
11 C 5.580 -0.596 1.440  C12 1.515, H16 1.108, H17 1.115, H18 1.087
12 C 4.219 -0.323 2.047  C11 1.515, C13 1.497, H19 1.103, H20 1.081
13 C 3.769 1.091 1.854  C12 1.497, C14 1.450, H21 1.099, H22 1.094
14 C 4.793 2.096 2.062  C13 1.450, N15 1.140
15 N 5.589 2.896 2.222  C14 1.140
16 H 5.591 -0.489 0.337  C11 1.108
17 H 5.911 -1.607 1.773  C11 1.115
18 H 6.289 0.142 1.808  C11 1.087
19 H 4.320 -0.609 3.107  C12 1.103
20 H 3.483 -0.999 1.635  C12 1.081
21 H 2.894 1.317 2.481  C13 1.099
22 H 3.318 1.211 0.864  C13 1.094
23 C -3.243 -2.952 -2.186  C24 1.505, H28 1.077, H29 1.083, H30 1.100
24 C -3.551 -2.325 -3.520  C23 1.505, C25 1.535, H31 1.093, H32 1.066
25 C -2.467 -2.628 -4.562  C24 1.535, C26 1.488, H33 1.080, H34 1.096
26 C -1.135 -2.083 -4.185  C25 1.488, N27 1.151
27 N -0.178 -1.641 -3.723  C26 1.151
28 H -3.152 -4.019 -2.298  C23 1.077
29 H -4.025 -2.703 -1.480  C23 1.083
30 H -2.318 -2.581 -1.721  C23 1.100
31 H -3.581 -1.243 -3.367  C24 1.093
32 H -4.475 -2.773 -3.807  C24 1.066
33 H -2.596 -2.255 -5.568  C25 1.080
34 H -2.395 -3.717 -4.671  C25 1.096
35 C 0.495 5.493 1.364  C36 1.505, H40 1.103, H41 1.098, H42 1.064
36 C -0.644 5.143 2.283  C35 1.505, C37 1.555, H43 1.091, H44 1.096
37 C -0.789 3.636 2.641  C36 1.555, C38 1.456, H45 1.088, H46 1.083
38 C 0.446 3.118 3.214  C37 1.456, N39 1.141
39 N 1.389 2.674 3.679  C38 1.141
40 H 1.490 5.211 1.748  C35 1.103
41 H 0.711 6.551 1.162  C35 1.098
42 H 0.485 5.078 0.384  C35 1.064
43 H -1.639 5.384 1.906  C36 1.091
44 H -0.551 5.731 3.204  C36 1.096
45 H -1.066 3.009 1.796  C37 1.088
46 H -1.568 3.508 3.382  C37 1.083
47 C -3.163 1.013 -0.941  N48 1.502, H51 1.078, H52 1.084, H53 1.098
48 N -3.667 1.422 0.414  C47 1.502, O49 1.194, O50 1.230
49 O -4.529 0.815 0.975  N48 1.194
50 O -3.059 2.364 0.919  N48 1.230
51 H -3.356 1.839 -1.606  C47 1.078
52 H -3.652 0.105 -1.275  C47 1.084
53 H -2.086 0.856 -0.798  C47 1.098
54 C 0.871 1.638 -2.905  N55 1.460, H58 1.085, H59 1.080, H60 1.080
55 N 1.486 1.857 -4.211  C54 1.460, O56 1.216, O57 1.203
56 O 2.517 1.232 -4.371  N55 1.216
57 O 0.956 2.592 -5.002  N55 1.203
58 H 1.653 1.847 -2.181  C54 1.085
59 H 0.646 0.586 -2.813  C54 1.080
60 H 0.041 2.321 -2.807  C54 1.080
61 C 0.586 -3.759 1.407  N62 1.457, H65 1.089, H66 1.085, H67 1.069
62 N -0.527 -4.698 1.450  C61 1.457, O63 1.199, O64 1.218
63 O -1.124 -4.725 2.489  N62 1.199
64 O -0.793 -5.275 0.411  N62 1.218
65 H 1.381 -4.156 0.777  C61 1.089
66 H 0.940 -3.558 2.413  C61 1.085
67 H 0.276 -2.824 0.991  C61 1.069
68 C -2.715 -1.371 3.182  N69 1.473, H72 1.085, H73 1.084, H74 1.081
69 N -3.688 -2.033 2.295  C68 1.473, O70 1.216, O71 1.206
70 O -3.400 -2.111 1.116  N69 1.216
71 O -4.689 -2.447 2.825  N69 1.206
72 H -3.110 -0.423 3.530  C68 1.085
73 H -1.791 -1.240 2.631  C68 1.084
74 H -2.595 -2.046 4.019  C68 1.081

Summary:
Molar mass ... 500.554 u
HOMO-LUMO gap ... 0.37327 Ha
Highest occupied orbital energy ... -10.444 eV